Entry 1:
Computed, not measured: C8H10 in the gas phase in a non-equilibrium geometry, with ωB97M-V/def2-TZVPD.

```
18
Properties=species:S:1:pos:R:3
C 0.732 0.718 0.251
C 1.177 -1.034 -1.346
C -0.070 -1.750 -0.847
C 1.566 0.149 -0.824
C -0.487 1.487 -0.162
C -1.238 0.794 1.008
C -0.485 -1.432 0.317
C -0.023 -0.257 1.130
H -1.313 1.435 1.911
H -1.447 -1.812 0.525
H -0.796 -2.543 -1.270
H 1.479 1.174 0.920
H 0.446 -0.432 2.120
H -0.449 2.621 0.075
H -0.775 1.102 -1.220
H -2.213 0.467 0.856
H 2.283 0.725 -1.243
H 1.615 -1.414 -2.200
```

Summary:
Relative energy (zero: lowest compared OMol25 entry of this formula, charge and spin) ... 76.8 kcal/mol
E_LUMO ... 1.1 eV
Net charge ... 0
Frontier orbital gap ... 9.58 eV
HOMO energy ... -8.465 eV

Atomic partial charges in e from the natural (NBO) method, atoms 1 to 5: C -0.277; C -0.213; C -0.252; C -0.154; C -0.414

***

Entry 2:
Computed, not measured: 2 unconnected molecules or ions with the total composition C8H10BClO2 in a non-equilibrium geometry, with ωB97M-V/def2-TZVPD.

```
22
Properties=species:S:1:pos:R:3
Cl 2.413 1.886 0.436
O 2.141 0.193 -2.077
O 1.885 -1.918 -0.849
C -2.828 0.852 -0.657
C -1.151 -0.173 0.744
C -0.217 0.552 -0.028
C 1.869 0.258 0.355
C 1.938 -0.434 1.724
C -1.813 1.597 -1.288
C -2.501 -0.046 0.350
C -0.488 1.495 -1.051
B 2.113 -0.597 -0.919
H 1.277 0.290 2.317
H 2.076 -2.459 -1.514
H -3.821 0.952 -1.085
H 2.042 -0.358 -2.907
H 1.623 -1.572 1.788
H 0.241 2.253 -1.353
H -2.128 2.388 -2.072
H 3.034 -0.427 2.017
H -3.181 -0.526 1.072
H -0.831 -1.056 1.247
```

Summary:
Relative energy (zero: lowest compared OMol25 entry of this formula, charge and spin) ... 76.7 kcal/mol
E_LUMO ... 0.2 eV
Net charge ... 0
Frontier orbital gap ... 8.94 eV
HOMO energy ... -8.698 eV

Atomic partial charges in e from the natural (NBO) method, atoms 1 to 5: Cl 0.007; O -0.878; O -0.869; C -0.242; C -0.316